Below is a structure of composition C31H31BBaF5N12S, with properties calculated with ωB97M-V/def2-TZVPD.

The geometry in ORCA input format:
```
! RIJCOSX wB97M-V def2-TZVPD def2/J DEFGRID3
* xyz 0 2
Ba -1.94 -1.99 -0.81
N -4.65 -0.88 2.90
C -3.75 -0.82 1.88
S -4.44 -0.95 0.29
N -2.52 -0.56 2.32
N -1.44 -0.70 1.50
C -0.46 0.08 1.77
C -0.39 1.16 2.78
C -0.84 0.96 4.08
C -0.69 1.97 5.03
C -0.11 3.18 4.68
C 0.32 3.39 3.38
C 0.18 2.38 2.43
C 1.01 -1.69 0.70
C 2.21 -1.95 1.51
C 3.26 -2.54 0.61
C 2.84 -3.24 -0.46
C 1.45 -3.25 -0.83
N 0.62 -2.29 -0.36
H -5.62 -0.98 2.68
H -4.33 -0.74 3.84
H -1.30 0.02 4.35
H -1.04 1.81 6.04
H 0.00 3.97 5.42
H 0.76 4.34 3.09
H 0.48 2.55 1.41
H 2.03 -2.62 2.36
H 4.31 -2.47 0.88
H 3.53 -3.79 -1.08
H 1.06 -3.93 -1.57
C 2.04 -0.34 3.47
C 2.18 -0.47 1.97
C 3.09 0.48 1.31
C 2.51 1.04 0.25
N 1.19 0.70 0.00
N 0.81 -0.26 1.05
B 0.50 0.92 -1.41
N -0.98 1.25 -1.30
C -1.85 1.41 -2.33
C -2.98 2.01 -1.84
C -2.71 2.21 -0.46
C -3.59 2.77 0.60
N -1.50 1.78 -0.15
N 0.66 -0.30 -2.39
C 1.77 -0.67 -3.07
C 1.44 -1.70 -3.92
C 0.07 -1.91 -3.70
C -0.85 -2.88 -4.38
N -0.39 -1.07 -2.78
N 1.20 2.17 -1.99
C 0.69 3.42 -1.97
C 1.61 4.26 -2.53
C 2.70 3.43 -2.87
C 3.99 3.80 -3.52
N 2.44 2.17 -2.55
H 2.98 -0.76 3.86
H 1.22 -0.94 3.86
H 1.94 0.69 3.80
H 4.08 0.71 1.68
H 2.96 1.75 -0.43
H -1.59 1.11 -3.33
H -3.88 2.27 -2.38
H -4.30 3.49 0.18
H -3.00 3.28 1.37
H -4.16 1.97 1.08
H 2.70 -0.15 -2.92
H 2.09 -2.22 -4.61
H -0.29 -3.74 -4.76
H -1.36 -2.42 -5.23
H -1.62 -3.27 -3.71
H -0.29 3.62 -1.56
H 1.52 5.33 -2.68
H 4.01 4.87 -3.74
H 4.13 3.26 -4.45
H 4.84 3.58 -2.87
F -0.97 -4.75 1.14
C -1.64 -4.63 -0.10
F -0.87 -5.43 -0.98
C -2.93 -5.40 0.08
F -3.62 -5.37 -1.08
F -3.69 -4.80 1.01
F -2.82 -6.69 0.43
*
```

Calculated values
ΔE to the lowest compared entry with this formula, charge and spin ... 446.8 kJ/mol
HOMO level (spin up / spin down) ... -0.28457 / -0.28451 Ha
Total energy ... -2804.8445 a.u.
Gap between HOMO and LUMO (spin up / spin down) ... 7.536 / 6.093 eV

Below is a structure of composition C31H31BF2N5O7PPbS3, with properties calculated with ωB97M-V/def2-TZVPD.

The geometry in ORCA input format:
```
! RIJCOSX wB97M-V def2-TZVPD def2/J DEFGRID3
* xyz 0 1
Pb -0.07 -0.03 0.57
F -2.58 1.80 -2.95
B -2.74 2.08 -1.64
F -3.44 3.18 -1.40
O 1.64 -2.20 0.45
H 2.51 -1.79 0.50
H 1.56 -2.55 -0.44
O 4.05 1.53 -0.11
C 3.18 0.95 0.52
O 2.02 0.72 -0.03
C 3.44 0.39 1.87
C 4.65 -0.17 2.07
C 4.99 -0.85 3.29
C 4.18 -0.77 4.39
C 2.96 -0.07 4.27
C 2.37 0.23 2.92
N 2.27 0.46 5.25
O 2.41 0.29 6.47
O 0.19 1.61 5.44
N 6.23 -1.54 3.37
O 6.96 -1.52 2.39
O 6.48 -2.13 4.41
H 5.41 -0.11 1.30
H 4.51 -1.13 5.35
H 1.78 -0.66 2.62
C 1.66 2.70 2.55
C 1.31 1.34 3.19
C 1.36 1.53 4.73
C -0.95 1.09 4.84
C -1.02 0.79 3.54
C -2.31 0.28 2.96
N 0.04 0.86 2.68
H 2.67 3.00 2.81
H 0.95 3.44 2.91
H 1.56 2.65 1.47
H 1.91 2.45 4.99
H -1.77 1.03 5.54
H -3.05 0.17 3.73
H -2.15 -0.68 2.47
H -2.68 0.99 2.21
S -3.42 0.55 -0.67
P -2.52 -1.06 -1.69
S -0.73 -0.79 -2.47
C -3.71 -1.77 -2.87
C -4.87 -2.37 -2.39
C -5.70 -3.04 -3.26
C -5.38 -3.11 -4.61
C -4.24 -2.48 -5.09
C -3.40 -1.81 -4.22
C -2.49 -2.33 -0.38
C -3.34 -2.31 0.71
C -3.32 -3.37 1.61
C -2.46 -4.43 1.42
C -1.60 -4.44 0.33
C -1.61 -3.40 -0.57
H -5.11 -2.32 -1.33
H -6.60 -3.52 -2.90
H -6.01 -3.66 -5.29
H -4.00 -2.51 -6.14
H -2.50 -1.32 -4.57
H -4.01 -1.48 0.85
H -4.00 -3.34 2.45
H -2.45 -5.25 2.13
H -0.92 -5.27 0.18
H -0.96 -3.40 -1.43
C 3.67 2.04 -3.10
C 2.25 2.42 -3.20
C 1.71 3.04 -4.31
C 0.36 3.41 -4.29
N -0.37 3.20 -3.20
C 0.16 2.61 -2.16
S -0.83 2.41 -0.75
N 1.45 2.19 -2.15
C -0.32 4.07 -5.43
H 4.13 1.92 -4.08
H 3.80 1.13 -2.52
H 4.21 2.82 -2.55
H 2.33 3.24 -5.18
H 1.80 1.63 -1.32
H 0.21 3.90 -6.36
H -0.36 5.14 -5.24
H -1.34 3.71 -5.51
*
```

Calculated values
ΔE to the lowest compared entry with this formula, charge and spin ... 142.4 kJ/mol
HOMO level (spin up / spin down) ... -0.25157 / -0.25157 Ha
Total energy ... -3953.8001 a.u.
Gap between HOMO and LUMO (spin up / spin down) ... 5.493 / 5.508 eV

Below is a structure of composition C31H31BaCl3GeN3O10P2, with properties calculated with ωB97M-V/def2-TZVPD.

The geometry in ORCA input format:
```
! RIJCOSX wB97M-V def2-TZVPD def2/J DEFGRID3
* xyz -1 1
Ba -0.56 0.65 -0.66
C 1.31 0.37 5.32
C 1.10 -0.33 3.99
O 0.00 -0.48 3.50
N 2.24 -0.81 3.41
C 2.20 -1.59 2.19
C 3.04 -1.10 1.03
C 4.43 -1.20 1.08
C 5.18 -0.82 -0.02
C 4.52 -0.39 -1.16
C 3.13 -0.32 -1.12
N 2.41 -0.64 -0.05
H 0.34 0.68 5.70
H 1.94 1.25 5.21
H 1.79 -0.30 6.03
H 3.13 -0.58 3.83
H 1.16 -1.63 1.88
H 2.53 -2.61 2.42
H 4.91 -1.58 1.97
H 6.26 -0.88 0.00
H 5.05 -0.09 -2.05
H 2.57 0.01 -1.99
O -1.33 -2.05 -2.04
P -1.32 -0.90 -3.20
O -1.41 -1.49 -4.54
O -0.20 0.03 -2.79
O -2.75 -0.15 -2.89
P -3.25 0.64 -1.56
O -2.29 1.99 -1.63
O -4.66 1.03 -1.72
O -2.74 -0.09 -0.35
H -2.06 -2.63 -2.28
H -2.72 2.61 -2.23
O 0.33 4.50 0.68
C 0.63 3.38 1.08
O 0.47 2.28 0.42
C 1.31 3.23 2.43
C 2.74 2.71 2.19
Ge 3.90 3.84 1.10
C 5.62 2.91 0.89
C 6.27 2.84 -0.35
C 7.53 2.26 -0.47
C 8.16 1.74 0.65
C 7.52 1.79 1.89
C 6.27 2.37 2.00
C 3.24 4.26 -0.67
C 3.02 5.56 -1.10
C 2.51 5.82 -2.36
C 2.20 4.77 -3.21
C 2.40 3.46 -2.80
C 2.93 3.21 -1.54
C 4.39 5.47 2.07
C 3.90 5.74 3.35
C 4.31 6.87 4.05
C 5.22 7.75 3.48
C 5.72 7.49 2.21
C 5.31 6.36 1.52
H 0.75 2.52 3.05
H 1.31 4.20 2.92
H 2.69 1.74 1.69
H 3.28 2.55 3.13
H 5.78 3.25 -1.23
H 8.01 2.23 -1.43
H 9.14 1.29 0.56
H 8.01 1.38 2.76
H 5.79 2.41 2.97
H 3.23 6.39 -0.43
H 2.33 6.84 -2.68
H 1.77 4.96 -4.19
H 2.14 2.63 -3.45
H 3.06 2.19 -1.21
H 3.19 5.07 3.81
H 3.92 7.06 5.04
H 5.54 8.63 4.02
H 6.43 8.17 1.76
H 5.72 6.17 0.53
Cl -0.68 -5.44 -2.40
C -0.61 -5.50 -0.64
Cl -2.24 -5.69 0.03
Cl 0.43 -6.84 -0.11
C -0.05 -4.24 -0.15
N 0.31 -3.21 0.19
*
```

Calculated values
ΔE to the lowest compared entry with this formula, charge and spin ... 289.3 kJ/mol
HOMO level ... -0.22861 Ha
Total energy ... -6282.7364 a.u.
Gap between HOMO and LUMO ... 8.093 eV

Which formula does entry 1 have? C31H31BBaF5N12S

ΔE to the lowest compared entry with this formula, charge and spin of number 3 (C31H31BaCl3GeN3O10P2)? 289.3 kJ/mol